94
Properties=species:S:1:pos:R:3:forces:R:3 method="wB97M-V/def2-TZVPD" max_force_ev_per_a=0.34 e_lumo_ev=0.7 e_tot_ha=-2254.31871
C 3.4220 -0.8640 1.2750 -0.099 0.019 0.046
O 2.2484 -1.3375 0.6423 0.106 -0.111 -0.180
C 1.5407 -2.2992 1.3839 -0.140 0.110 0.074
C 0.3303 -2.7355 0.5864 0.024 0.025 0.162
O -0.6089 -1.6892 0.4034 -0.145 -0.059 -0.088
C -1.4736 -1.4914 1.5165 0.204 -0.060 0.015
C -2.5493 -2.5742 1.6717 0.120 0.162 0.076
P -2.1477 0.2015 1.3156 -0.185 0.158 0.240
S -2.2973 1.2626 2.9434 0.023 -0.050 -0.109
H 3.7801 -1.5715 2.0288 0.066 0.007 -0.048
H 3.2382 0.1013 1.7577 -0.011 -0.045 0.037
H 4.1926 -0.7403 0.5143 0.023 0.006 0.039
H 2.1645 -3.1814 1.5862 0.029 0.023 -0.007
H 1.2264 -1.8842 2.3533 0.030 -0.039 -0.004
H -0.1383 -3.5927 1.0852 0.013 -0.003 -0.017
H 0.6469 -3.0480 -0.4087 0.010 0.043 -0.028
H -0.8944 -1.4179 2.4456 0.030 -0.038 -0.050
H -2.5068 -2.9515 2.6885 -0.166 -0.147 -0.008
H -3.5565 -2.1962 1.4916 0.016 -0.006 -0.054
H -2.3650 -3.3819 0.9643 -0.047 -0.018 0.008
H -1.3204 0.7279 0.3102 0.040 0.024 -0.025
H -3.3569 0.0103 0.6319 0.006 -0.017 -0.097
C -3.6266 1.5556 -4.0591 0.022 -0.018 0.024
C -4.3491 1.7583 -2.7381 -0.095 -0.013 -0.011
C -4.2260 3.1823 -2.2291 0.002 0.046 0.048
O -3.8904 0.8226 -1.7581 0.099 0.045 -0.012
H -2.5597 1.7670 -3.9399 -0.002 0.005 -0.014
H -3.7370 0.5279 -4.4038 0.004 -0.002 0.003
H -4.0178 2.2275 -4.8241 -0.007 0.004 0.003
H -5.4054 1.5095 -2.8654 0.000 0.024 -0.013
H -3.1752 3.4366 -2.0585 0.004 -0.011 -0.026
H -4.7573 3.2981 -1.2838 0.003 -0.017 0.003
H -4.6411 3.8923 -2.9451 -0.020 0.000 0.008
H -2.9507 0.9935 -1.6208 -0.016 -0.042 -0.024
C -0.4836 -1.1825 5.9056 -0.006 -0.049 0.006
C -1.9677 -1.4526 5.7326 -0.052 0.118 -0.061
C -2.6929 -1.5802 7.0604 0.020 -0.048 -0.005
O -2.1813 -2.6129 4.9226 0.061 -0.117 0.012
H -0.0081 -2.0040 6.4508 0.010 0.007 0.003
H 0.0007 -1.0825 4.9340 0.000 0.013 -0.007
H -0.3168 -0.2632 6.4682 -0.005 0.010 -0.009
H -2.4113 -0.6442 5.1473 0.031 -0.011 0.043
H -2.2799 -2.4113 7.6406 -0.005 0.007 0.017
H -3.7542 -1.7658 6.8993 -0.001 -0.003 -0.001
H -2.5837 -0.6709 7.6527 0.001 0.008 -0.004
H -1.8149 -3.3797 5.3785 -0.007 0.056 0.044
C -1.7846 -6.4253 -2.2296 -0.034 -0.019 0.020
C -1.4785 -5.9095 -0.8340 0.038 0.072 -0.028
C -0.5347 -6.8260 -0.0738 -0.032 -0.008 0.017
O -2.6784 -5.6829 -0.0960 -0.012 -0.030 0.027
H -2.2678 -7.4052 -2.1714 0.009 -0.002 -0.013
H -2.4541 -5.7417 -2.7504 -0.003 -0.001 0.003
H -0.8717 -6.5363 -2.8161 0.007 0.003 0.002
H -1.0291 -4.9164 -0.9114 0.009 -0.011 -0.025
H -0.9838 -7.8165 0.0437 0.015 -0.002 0.001
H -0.3274 -6.4248 0.9185 -0.007 -0.004 0.003
H 0.4096 -6.9470 -0.6065 0.004 0.006 -0.006
H -3.1450 -6.5220 -0.0068 0.018 0.023 -0.004
C 7.2914 0.2943 -0.5674 -0.062 -0.005 0.029
C 7.4952 -0.8699 -1.5192 0.051 -0.003 -0.014
C 7.7372 -0.4020 -2.9454 -0.027 -0.010 0.000
O 6.3933 -1.7776 -1.4627 -0.031 0.058 -0.009
H 6.4027 0.8630 -0.8621 0.009 0.010 0.001
H 7.1403 -0.0628 0.4514 -0.001 -0.007 -0.003
H 8.1400 0.9787 -0.5712 0.006 0.001 0.005
H 8.3486 -1.4656 -1.1879 0.002 0.011 0.005
H 6.8759 0.1700 -3.3039 0.011 0.008 -0.007
H 7.8850 -1.2528 -3.6100 -0.007 -0.001 0.000
H 8.6153 0.2434 -3.0017 0.006 -0.001 0.008
H 5.6071 -1.2978 -1.7492 -0.002 -0.057 0.003
C -8.2003 3.4299 -1.4830 0.023 -0.046 -0.038
C -7.7349 4.8455 -1.7758 0.014 0.000 -0.010
C -8.8371 5.8706 -1.5687 0.011 0.001 -0.004
O -7.2056 4.9359 -3.1009 -0.035 -0.019 -0.002
H -9.0228 3.1579 -2.1514 -0.014 0.004 0.018
H -7.3857 2.7229 -1.6411 -0.003 -0.004 0.014
H -8.5534 3.3291 -0.4560 0.003 0.020 0.007
H -6.8873 5.0874 -1.1310 -0.003 0.006 0.002
H -9.6751 5.6611 -2.2400 -0.010 0.003 0.014
H -8.4700 6.8743 -1.7801 -0.002 -0.001 -0.006
H -9.2127 5.8438 -0.5449 0.006 -0.006 0.004
H -7.9217 4.7299 -3.7130 0.045 0.017 -0.013
C 8.5937 4.0924 -2.3979 0.030 -0.001 0.022
C 7.8169 4.0441 -1.0930 -0.063 -0.047 -0.018
C 7.3049 5.4117 -0.6746 0.034 0.001 0.020
O 8.5970 3.4497 -0.0557 0.061 0.029 0.004
H 9.4681 4.7415 -2.2933 -0.004 0.000 -0.013
H 8.9372 3.0958 -2.6756 0.003 0.000 0.004
H 7.9780 4.4870 -3.2072 -0.008 0.000 0.000
H 6.9705 3.3626 -1.2060 -0.007 0.022 -0.014
H 8.1433 6.0982 -0.5239 -0.010 0.009 -0.006
H 6.7458 5.3418 0.2577 0.004 -0.001 0.003
H 6.6561 5.8387 -1.4404 -0.004 -0.004 -0.006
H 9.3633 4.0124 0.1049 -0.027 -0.013 -0.003

106
Properties=species:S:1:pos:R:3:forces:R:3 method="wB97M-V/def2-TZVPD" max_force_ev_per_a=2.18 e_lumo_ev=2.1 de_lowest_kj_mol=0.0 charge=-1 e_tot_ha=-2443.42132
O -17.1500 -19.0505 -30.3967 0.087 0.221 -0.629
C -17.8019 -18.5365 -29.5425 -0.364 -0.207 1.570
O -18.7608 -19.1402 -28.8455 0.397 -0.738 -0.488
B -19.2854 -18.2779 -27.8093 -0.881 0.138 0.030
O -18.5414 -17.0361 -27.9520 -0.039 0.911 1.010
C -17.6506 -17.1200 -28.8898 0.687 -0.702 -1.949
O -16.8628 -16.3156 -29.3054 -0.232 0.265 0.579
O -19.1991 -18.8481 -26.4419 -0.474 -0.131 -0.223
C -20.4432 -19.1781 -26.0290 1.225 0.015 -1.377
O -20.7117 -19.7176 -25.0139 -0.364 -0.260 1.180
C -21.4154 -18.7270 -27.1322 -0.989 0.927 0.964
O -20.7409 -18.0755 -28.0259 0.812 0.123 -0.821
O -22.6125 -18.7623 -27.0436 0.063 -0.435 -0.140
C -14.8327 -16.2420 -32.4123 0.939 -0.174 0.645
O -16.1672 -16.5669 -32.1399 -0.461 0.114 -0.387
H -14.5558 -15.2287 -32.1041 -0.246 0.113 -0.172
H -14.1412 -16.8930 -31.8628 -0.029 -0.070 -0.063
H -14.5946 -16.3620 -33.4696 -0.400 0.006 -0.073
H -16.3118 -16.6362 -31.1875 0.223 0.123 0.058
C -21.9633 -14.7463 -28.5283 0.236 0.148 0.688
C -22.6722 -15.0478 -27.1953 -0.230 -0.869 -1.796
O -24.0312 -15.2996 -27.6115 -0.244 0.307 0.925
H -22.3732 -13.7843 -28.8346 0.246 -0.006 -0.381
H -22.2382 -15.5083 -29.2550 -0.050 -0.009 -0.008
H -20.8720 -14.7217 -28.4957 -0.019 0.192 0.203
H -22.6395 -14.1958 -26.5219 -0.190 -0.072 0.117
H -22.2995 -15.9583 -26.7225 0.241 0.204 0.235
H -24.0697 -16.2122 -27.9150 0.053 -0.008 0.061
C -25.8476 -17.9536 -24.4583 -0.297 0.351 0.649
C -24.9728 -19.0835 -24.9240 0.800 -0.665 -1.183
O -24.7385 -20.1078 -23.9437 -0.158 0.405 0.264
H -25.3538 -17.3609 -23.6838 0.132 -0.171 0.053
H -26.7762 -18.3287 -24.0205 0.024 -0.121 -0.057
H -26.1304 -17.2266 -25.2213 0.197 -0.279 -0.346
H -23.9913 -18.7901 -25.2872 -0.108 0.677 0.248
H -25.3344 -19.5910 -25.8232 -0.645 -0.079 0.287
H -24.0938 -19.7128 -23.3393 -0.084 -0.164 0.068
C -13.5805 -14.1623 -29.5979 -0.165 -0.310 0.104
C -12.2869 -14.8798 -29.2026 -0.977 0.258 0.403
O -12.2578 -16.1684 -29.7886 0.494 -0.119 -0.274
H -14.4341 -14.8277 -29.4473 0.084 -0.151 -0.160
H -13.5115 -13.9166 -30.6566 -0.235 0.190 0.036
H -13.8386 -13.2848 -29.0009 0.483 0.184 -0.099
H -12.2411 -14.9740 -28.1125 0.245 0.155 -0.030
H -11.4378 -14.3008 -29.5682 0.163 -0.247 0.101
H -12.6848 -16.7974 -29.2009 -0.105 0.046 -0.029
C -13.7933 -22.4359 -29.5309 -0.274 -0.170 0.083
C -14.4448 -21.7177 -30.7069 0.623 -0.160 -0.203
O -14.5826 -20.3459 -30.3877 -0.206 0.103 0.097
H -14.5272 -22.7088 -28.7704 0.015 0.108 0.055
H -13.0539 -21.7853 -29.0647 0.004 0.073 -0.064
H -13.2819 -23.3505 -29.8382 -0.072 -0.004 -0.112
H -15.3939 -22.1616 -31.0186 -0.017 0.017 0.213
H -13.7733 -21.8101 -31.5719 -0.037 0.032 -0.051
H -15.4379 -20.0217 -30.6933 0.095 -0.014 0.097
C -22.3769 -22.7392 -26.4502 -0.131 -1.447 -0.579
C -22.6606 -22.8729 -24.9577 1.411 1.398 0.151
O -24.0249 -22.8382 -24.6618 -0.372 -0.474 0.150
H -22.7459 -21.8397 -26.9410 0.033 0.254 0.419
H -22.8714 -23.5749 -26.9627 -0.240 0.108 0.050
H -21.3332 -22.9153 -26.7275 0.161 0.413 0.376
H -22.1132 -22.0697 -24.4384 -0.355 0.325 -0.104
H -22.1447 -23.7224 -24.4973 -0.592 -0.583 -0.450
H -24.2966 -21.9271 -24.4798 0.060 0.148 0.028
C -18.1664 -20.6314 -22.4298 -0.355 0.911 -0.771
C -17.1475 -19.5612 -21.9884 0.190 -1.890 -0.879
O -16.1132 -20.2084 -21.2598 0.393 0.612 1.130
H -18.5978 -21.2731 -21.6653 0.143 0.278 0.334
H -17.7097 -21.2792 -23.1830 0.226 -0.063 0.156
H -18.9710 -20.1420 -22.9916 -0.144 -0.092 0.213
H -17.5272 -18.7537 -21.3691 -0.142 -0.141 0.088
H -16.7293 -19.1551 -22.9168 -0.110 0.407 0.148
H -15.6341 -20.8611 -21.7694 -0.226 -0.009 -0.455
C -16.7200 -18.9958 -34.0613 0.515 -0.166 -0.535
C -16.0613 -20.2432 -33.4733 0.072 0.116 -0.495
O -16.9983 -20.9835 -32.7119 0.194 -0.211 0.261
H -15.9810 -18.4807 -34.6830 0.033 0.327 0.315
H -17.0556 -18.3563 -33.2486 0.246 0.213 -0.043
H -17.5698 -19.1351 -34.7330 -0.035 -0.656 0.144
H -15.1486 -19.9550 -32.9306 -0.438 0.273 0.569
H -15.6077 -20.9420 -34.1834 -0.652 0.036 -0.449
H -17.4020 -20.3763 -32.0797 0.048 -0.023 0.095
C -20.5893 -16.9522 -22.3784 0.718 -0.121 -0.257
C -21.8545 -16.7241 -23.1749 -0.430 -0.655 0.215
O -22.6182 -17.9211 -23.4006 0.592 0.256 0.057
H -19.8363 -17.5633 -22.8869 -0.150 0.137 -0.384
H -20.7241 -17.4842 -21.4361 -0.469 0.335 0.122
H -20.1466 -15.9665 -22.2151 0.152 -0.110 0.268
H -21.6551 -16.2934 -24.1585 0.213 0.335 0.112
H -22.4768 -16.0378 -22.6011 -0.247 -0.023 -0.201
H -22.0639 -18.4269 -24.0147 -0.300 -0.355 0.138
C -20.3115 -19.6286 -32.2004 -1.033 -0.836 0.377
C -20.4096 -20.0259 -33.6495 0.717 -0.111 -1.662
O -21.5157 -20.8644 -34.0160 -0.557 0.016 1.236
H -20.4313 -20.5164 -31.5717 0.074 -0.037 -0.039
H -21.1268 -18.9625 -31.9138 0.157 0.193 -0.011
H -19.3459 -19.2032 -31.9380 -0.019 0.222 -0.320
H -19.5160 -20.5798 -33.9560 0.242 0.229 0.277
H -20.4756 -19.1492 -34.3044 0.231 0.249 0.262
H -21.5078 -20.9941 -34.9638 0.172 0.086 -0.105
O -16.2105 -18.6273 -26.2451 -0.034 -0.007 -0.119
H -17.1523 -18.5036 -26.4182 0.105 -0.033 0.376
H -16.1545 -19.4877 -25.8146 -0.008 0.021 -0.096
O -17.3082 -21.9921 -27.3127 -0.037 0.082 0.026
H -17.6064 -21.0741 -27.3285 -0.012 -0.083 -0.085
H -17.3603 -22.2754 -28.2321 0.014 0.069 0.037